No. 1
Here is a molecular structure, C31H38AsP2RhS2Si2 from the OMol25 dataset. Energies are from ωB97M-V/def2-TZVPD.

**Energy**: -5608.5697 hartree
**E_HOMO (spin up / spin down)**: -7.16 / -7.16 eV
**Lowest unoccupied orbital energy (spin up / spin down)**: -0.41 / -0.41 eV
**Gap between HOMO and LUMO (spin up / spin down)**: 6.75 / 6.75 eV

```
77
Properties=species:S:1:pos:R:3:forces:R:3:lowdin_charge:R:1
C 2.631 1.138 3.494 0.0 0.0 0.0 -0.097
C 1.191 0.377 -0.179 0.0 -0.1 0.0 -0.653
H 5.866 1.532 4.414 0.0 0.0 0.0 0.105
C -4.411 -3.323 0.511 -0.1 0.0 0.0 -0.235
H -2.425 -3.770 -1.868 0.0 0.0 0.0 0.028
H 2.002 -5.873 1.390 0.0 0.0 0.0 0.104
C 1.906 -4.795 1.385 0.0 0.0 0.0 -0.078
C 1.678 -4.127 0.191 0.0 0.0 0.0 -0.081
H -6.003 -0.873 0.562 0.0 0.0 0.0 0.007
Si -4.023 0.421 1.319 -0.1 0.0 -0.1 0.170
H -4.914 -2.856 1.360 0.0 0.0 0.0 0.009
H -3.717 2.699 0.374 0.0 0.0 0.0 0.027
C 1.914 0.385 -3.233 0.0 0.1 0.0 -0.079
H 1.627 1.426 3.780 0.0 0.0 0.0 0.074
Si -2.615 -2.795 0.407 0.0 -0.1 0.1 0.185
C -1.792 -3.752 -0.978 0.0 0.0 0.0 -0.240
H 2.427 3.725 -2.944 0.0 0.0 0.0 0.111
H 2.543 1.262 -6.442 0.0 0.0 0.0 0.103
C 2.819 0.331 2.379 0.0 0.0 0.0 -0.347
H 1.366 -2.195 -0.733 0.0 0.0 0.0 0.084
H -2.161 -2.615 2.850 0.0 0.0 0.0 0.013
H 2.595 3.569 1.305 0.0 0.0 0.0 0.090
H -2.958 -0.224 3.482 0.0 0.0 0.0 -0.013
H 6.741 2.006 -0.897 0.0 0.0 0.0 0.105
H -0.702 -3.010 1.947 0.0 0.0 0.0 -0.010
C 1.649 -2.034 1.372 0.1 0.0 0.0 -0.363
As -2.592 -0.557 -0.291 0.4 0.2 -0.1 0.712
H -1.912 -4.266 2.248 0.0 0.0 0.0 0.039
C 5.010 1.197 3.842 0.0 0.0 0.0 -0.084
C -1.772 -3.204 2.019 0.1 0.0 0.1 -0.214
Rh -0.749 0.972 0.124 -0.3 0.1 0.5 0.070
H -4.303 -1.302 3.088 0.0 0.0 0.0 0.016
H -5.865 0.651 -0.318 0.0 0.0 0.0 0.027
C 5.835 2.343 -0.410 0.0 0.0 0.0 -0.078
C 3.508 3.225 0.834 0.0 0.0 0.0 -0.096
H 1.998 -0.719 -5.070 0.0 0.0 0.0 0.103
H -1.594 -4.784 -0.673 0.0 0.0 0.0 0.032
H -4.628 0.327 3.695 0.0 0.0 0.0 0.032
C 4.745 3.625 1.312 0.0 0.0 0.0 -0.078
H -0.843 -3.288 -1.249 0.0 0.0 0.0 0.000
C 1.885 -2.706 2.570 0.0 0.0 0.0 -0.095
H 1.961 -2.148 3.497 0.0 0.0 0.0 0.115
H 6.872 3.503 1.065 0.0 0.0 0.0 0.106
C 4.107 -0.040 1.992 0.0 0.0 0.1 -0.084
H -6.497 0.639 1.337 0.0 0.0 0.0 0.031
C 5.200 0.401 2.718 0.0 0.0 0.0 -0.079
C 1.551 -2.743 0.183 0.0 0.0 0.0 -0.095
C -5.762 0.187 0.665 -0.1 0.0 -0.1 -0.235
H 2.189 -4.609 3.506 0.0 0.0 0.0 0.106
H -4.360 2.775 2.021 0.0 0.0 0.0 0.032
H -4.957 -3.057 -0.397 0.0 0.0 0.0 0.028
P 1.414 -0.239 1.386 -0.1 -0.2 0.2 0.509
H 6.200 0.121 2.412 0.0 0.0 0.0 0.109
C 2.011 -4.085 2.575 0.0 0.0 0.0 -0.077
C 2.343 2.750 -3.412 0.0 0.0 0.0 -0.091
C 3.731 1.564 4.230 0.0 0.0 0.0 -0.077
S -0.385 0.174 2.295 0.2 0.0 -0.5 0.361
P 1.814 1.822 -0.851 -0.5 -0.1 0.0 0.457
H 4.805 4.281 2.171 0.0 0.0 0.0 0.109
C 5.907 3.185 0.690 0.0 0.0 0.0 -0.083
C 2.098 0.252 -4.604 0.0 0.0 0.0 -0.076
H 3.585 2.182 5.107 0.0 0.0 0.0 0.106
C 4.599 1.943 -0.897 0.0 0.0 0.0 -0.079
C -3.963 -0.264 3.059 0.1 0.0 0.0 -0.230
H 2.753 3.483 -5.382 0.0 0.0 0.0 0.104
C 3.433 2.384 -0.274 0.0 0.1 0.0 -0.337
H 1.592 -4.682 -0.734 0.0 0.0 0.0 0.107
H -2.643 2.452 1.760 0.0 0.0 0.0 -0.001
C 2.403 1.365 -5.374 0.0 -0.1 0.0 -0.083
H 4.248 -0.679 1.127 0.0 0.0 0.0 0.118
C -3.647 2.258 1.372 0.1 0.0 0.0 -0.247
H 4.538 1.300 -1.766 0.0 0.0 0.0 0.110
C 2.523 2.615 -4.778 0.0 0.0 0.0 -0.078
H 1.660 -0.467 -2.615 0.0 0.0 0.0 0.083
H -4.472 -4.408 0.639 0.0 0.0 0.0 0.032
C 2.041 1.634 -2.636 0.0 0.0 0.0 -0.361
S 0.283 3.105 -0.439 0.3 0.0 -0.2 0.284
```
Positions in Å, forces in eV/Å.



No. 2
Here is a molecular structure, C29H29BrHoNO3 from the OMol25 dataset. Energies are from ωB97M-V/def2-TZVPD.

**Energy**: -4925.0895 hartree
**E_HOMO (spin up / spin down)**: -7.92 / -7.94 eV
**⟨S²⟩**: 6.004
**Relative energy (zero: lowest compared OMol25 entry of this formula, charge and spin)**: 0.0 kJ/mol
**Spin multiplicity**: 5
**Lowest unoccupied orbital energy (spin up / spin down)**: 0.45 / 0.45 eV
**Gap between HOMO and LUMO (spin up / spin down)**: 8.37 / 8.39 eV

```
64
Properties=species:S:1:pos:R:3:forces:R:3:nbo_charge:R:1
C 1.922 1.207 1.303 0.6 -0.1 -0.3 -0.308
C -0.013 -2.860 -0.161 -0.8 0.0 0.0 -0.304
H -3.562 -1.179 -2.856 0.0 0.0 0.2 0.209
C -2.078 -2.381 0.769 0.9 0.0 0.0 -0.332
C 3.167 0.490 -4.630 -0.2 0.0 0.1 -0.216
H -1.505 -3.399 -3.039 0.1 0.2 -0.1 0.222
C -1.359 -2.452 -0.467 0.6 0.1 0.8 -0.103
O -1.173 0.869 2.463 0.6 -0.3 1.4 -0.693
H -3.787 -2.572 -1.771 0.1 0.3 0.0 0.225
N -1.636 1.527 -3.135 -0.8 0.9 -1.6 -0.721
H 0.948 -3.433 1.792 -0.2 0.2 -0.1 0.241
H 0.767 -3.100 -0.884 -0.2 0.3 0.2 0.225
C 0.091 -3.041 1.249 -0.9 0.0 0.0 -0.378
C -0.502 2.438 -3.478 -0.3 -0.5 0.4 -0.227
H -3.138 -2.164 0.864 0.3 0.2 0.1 0.234
C -0.555 0.860 4.841 0.1 0.6 0.2 -0.189
H -1.511 -1.808 -3.861 0.1 -0.2 0.0 0.205
C -0.513 0.368 3.446 0.4 -1.2 -1.2 0.785
H -1.452 -2.801 2.875 0.2 0.0 -0.3 0.235
H -2.534 1.918 -3.444 0.6 0.1 0.4 0.402
Br -0.151 3.469 3.762 -0.1 0.3 0.3 0.095
H 1.936 -1.155 -5.321 0.0 0.3 0.1 0.218
H -0.002 1.900 8.525 -0.2 -0.1 -0.2 0.221
H -0.087 -0.322 -1.752 -0.5 -0.1 0.4 0.291
H -0.103 3.652 6.766 -0.1 -0.5 -0.1 0.232
C 0.760 1.671 -3.803 0.3 -0.1 -0.6 -0.077
C -1.183 -2.725 1.824 0.1 -0.5 -0.7 -0.304
C 1.977 2.329 -3.612 0.0 -0.2 0.0 -0.204
H -0.630 -1.172 5.537 0.2 0.5 0.2 0.236
O -2.073 1.733 -0.818 0.3 -0.6 -2.8 -0.533
H 2.855 -1.876 0.309 -0.3 0.5 0.1 0.241
C -0.411 2.225 5.158 0.1 -1.0 0.8 -0.046
C 3.181 1.742 -4.010 -0.3 0.0 0.0 -0.200
H 2.842 -0.408 2.584 -0.5 0.1 -0.5 0.253
H -0.248 -0.539 7.924 -0.1 0.3 -0.1 0.222
C 0.743 0.415 -4.433 0.4 0.2 0.0 -0.167
H -0.792 3.044 -4.348 -0.1 -0.3 0.3 0.223
C -0.522 -0.124 5.838 -0.2 0.2 0.2 -0.143
C 2.471 -0.858 0.415 0.5 0.5 0.1 -0.326
H 1.952 3.329 -3.164 0.2 -0.4 -0.1 0.213
H 1.311 2.114 -0.667 0.0 -0.5 0.3 0.239
C -0.214 1.602 7.498 0.0 -0.1 -0.5 -0.185
C 1.639 1.238 -0.094 0.5 -0.3 0.0 -0.366
Ho 0.017 -0.443 1.034 0.0 -1.9 0.1 1.515
H -0.215 -0.068 -4.656 0.4 0.2 0.2 0.220
H 1.967 -0.311 -1.702 -0.1 0.1 0.5 0.239
H -0.298 3.131 -2.648 -0.1 -0.1 -0.2 0.200
C -1.176 -2.353 -2.971 -0.3 -0.1 -0.2 -0.606
H -1.409 -0.220 -0.371 0.1 0.1 -1.7 0.167
C -1.714 1.087 -1.821 0.1 -0.4 3.1 0.730
C 1.989 -0.041 -0.640 0.2 0.5 0.1 -0.341
H 4.101 0.044 -4.967 -0.2 0.0 0.1 0.219
C 2.444 -0.089 1.615 0.7 0.4 -0.4 -0.340
C -3.315 -1.585 -1.865 0.1 -0.2 -0.1 -0.619
C 1.954 -0.179 -4.833 -0.3 0.4 0.2 -0.228
H 4.113 2.280 -3.838 -0.2 -0.2 -0.1 0.221
H -0.081 -2.329 -2.938 -0.2 0.0 0.0 0.210
C -1.788 -1.712 -1.736 0.0 0.1 0.0 -0.035
H -3.747 -0.918 -1.105 0.2 -0.2 -0.1 0.218
C -1.158 -0.315 -1.471 -0.8 1.1 0.7 -0.489
O 0.286 -0.637 3.248 -1.4 1.6 0.8 -0.703
C -0.342 0.236 7.165 0.1 0.7 0.0 -0.221
C -0.270 2.601 6.511 0.2 -0.4 -0.4 -0.240
H 1.816 2.047 1.996 0.0 -0.5 -0.3 0.242
```
Positions in Å, forces in eV/Å.



No. 3
Here is 12 unconnected molecules or ions with the total composition C60H90N6O24 from the OMol25 dataset. Energies are from ωB97M-V/def2-TZVPD.

**Energy**: -4473.7065 hartree
**SMILES**: O=[N+]([O-])c1ccccc1.O=[N+]([O-])c1ccccc1.O=[N+]([O-])c1ccccc1.O=[N+]([O-])c1ccccc1.O=[N+]([O-])c1ccccc1.O=[N+]([O-])c1ccccc1.COCCOC.COCCOC.COCCOC.COCCOC.COCCOC.COCCOC
**E_HOMO**: -9.19 eV
**Relative energy (zero: lowest compared OMol25 entry of this formula, charge and spin)**: 70.3 kJ/mol
**Lowest unoccupied orbital energy**: -1.15 eV
**Gap between HOMO and LUMO**: 8.04 eV

```
180
Properties=species:S:1:pos:R:3:forces:R:3:lowdin_charge:R:1
C 2.932 6.658 -0.327 0.4 -1.2 0.2 -0.081
C -6.232 -3.431 1.552 0.4 -0.6 -1.0 -0.247
H -0.843 8.649 -0.992 -0.1 0.0 0.2 0.094
H 4.016 4.722 -3.225 0.1 0.0 -0.1 0.090
H -1.203 7.709 0.466 0.0 -0.1 0.1 0.090
O 0.195 6.919 -0.759 0.3 -1.3 -0.4 -0.225
C 2.464 4.767 -6.097 0.2 -0.9 -0.5 -0.012
H -3.269 -2.068 1.346 -0.3 0.3 0.1 0.079
C -8.580 -4.943 2.559 0.3 0.6 0.7 -0.102
H 3.143 2.483 5.173 0.2 0.2 -0.1 0.099
H -2.246 -1.129 -3.587 -0.2 0.0 0.1 0.090
O -8.620 -3.805 1.731 -0.3 -0.7 -0.5 -0.176
C 3.383 -1.281 -6.308 0.3 0.3 -1.2 -0.243
H 4.076 -0.648 4.737 0.0 0.6 -0.3 0.111
O -0.504 -2.275 0.853 -0.2 -0.4 0.0 0.059
C 2.483 -2.365 -6.892 0.3 -0.3 0.4 -0.199
C 3.269 -5.064 6.724 -0.7 -1.2 0.3 -0.087
N 2.476 -3.245 0.384 -0.3 -0.8 0.2 -0.343
H 1.628 -3.579 2.921 0.1 0.0 -0.1 0.121
C -5.103 1.389 -6.665 -0.7 0.4 0.2 -0.081
C -4.784 -0.269 -4.251 1.2 0.1 0.9 -0.186
C -3.882 -1.970 6.551 -0.6 0.1 0.1 -0.064
H -7.606 -2.597 3.031 0.3 -0.1 0.1 0.132
N -1.480 -2.004 9.370 0.4 -0.6 0.8 -0.328
O -0.200 -4.622 4.871 0.8 0.0 -0.4 -0.170
C 2.572 4.894 3.949 1.4 0.9 0.2 -0.250
H 0.922 7.748 -6.577 0.3 0.0 -0.2 0.112
C -7.576 -2.925 1.982 -0.5 1.0 0.0 -0.227
H -5.960 -4.413 1.971 0.1 0.4 0.5 0.119
C -3.260 -1.104 5.674 0.1 0.0 -0.2 -0.061
H -0.196 -3.076 6.284 -0.2 0.1 -0.2 0.116
H -1.386 -4.545 3.190 0.3 -0.2 0.0 0.078
O 0.911 6.283 2.792 0.6 0.1 0.4 -0.172
C 5.206 3.127 -4.070 -0.3 -0.7 -0.4 -0.068
H 0.807 0.708 -2.441 0.0 0.5 0.0 0.091
O -2.218 -2.442 10.255 0.9 0.6 -0.9 0.071
H 1.590 5.006 -1.987 -0.2 0.2 0.0 0.126
H 5.059 3.403 -5.106 0.1 0.1 0.1 0.095
H -1.844 7.226 -1.139 0.1 -0.3 0.1 0.093
H -2.227 -4.323 4.735 0.0 0.1 -0.1 0.089
C 0.627 6.909 -2.114 0.3 1.3 0.7 -0.190
C -1.426 -0.904 7.179 1.4 -0.2 0.0 -0.031
H -3.834 -2.860 8.504 0.1 -0.1 0.0 0.122
H -3.345 -4.582 -2.427 0.0 -0.1 0.0 0.105
C -2.392 -7.410 -0.885 0.6 0.5 0.0 -0.160
H 0.763 4.298 2.107 0.2 0.1 0.3 0.062
H 2.416 -2.359 4.900 -0.1 -0.2 -0.1 0.099
O -2.067 -9.518 -0.085 0.2 -0.4 0.2 0.083
H -3.762 -0.762 4.785 0.0 -0.3 -0.3 0.110
O 3.052 6.385 -1.719 -0.2 0.8 -0.2 -0.188
C -3.989 -2.879 1.428 -0.4 -0.3 0.2 -0.083
O -0.210 -1.218 2.697 -0.1 0.1 0.6 0.075
H 3.342 4.209 -6.384 0.1 0.0 0.2 0.113
O -0.269 -1.826 9.480 -1.0 -0.1 0.1 0.066
C 3.051 -1.276 -3.967 0.2 1.1 -0.2 -0.077
H 1.841 2.743 -1.278 0.3 -0.2 -0.1 0.088
H -4.960 0.557 -3.537 0.1 -0.1 -0.3 0.136
H -5.397 2.423 -6.834 -0.1 -0.1 -0.6 0.088
H -5.661 -1.174 -5.945 0.2 0.3 -0.1 0.135
C 4.724 3.388 -1.741 -0.5 0.4 0.0 0.006
H 3.255 4.973 4.814 -0.3 0.0 0.1 0.133
C 5.942 1.982 -3.784 0.8 0.2 -0.2 -0.043
H 2.845 -3.333 -6.538 0.1 0.0 -0.2 0.134
C 1.829 6.034 -2.326 -0.1 -1.4 0.3 -0.214
N -0.165 -1.302 1.494 -0.1 0.2 -0.4 -0.330
H 0.561 -0.941 -7.983 0.1 -0.2 0.2 0.095
O 3.965 -1.502 -5.058 -0.9 0.0 1.0 -0.169
C 1.494 1.876 -0.729 -0.5 0.1 0.4 -0.044
H -4.064 -3.382 0.457 0.3 -0.1 0.1 0.075
O 2.658 -2.704 -0.681 0.1 0.2 -0.6 0.081
C -5.885 -0.338 -5.253 0.0 -1.6 -0.5 -0.246
H 3.943 6.719 0.072 0.0 0.4 -0.2 0.094
O -3.485 -0.105 -4.867 -1.2 0.2 -0.6 -0.211
H 2.125 2.679 1.123 -0.2 -0.2 0.3 0.097
O 2.117 -4.360 6.285 1.6 0.4 -0.5 -0.189
H 4.209 -4.656 6.367 -0.2 0.6 -0.1 0.084
H 2.328 7.528 -0.114 0.1 0.2 0.1 0.088
H -0.419 -0.562 7.378 -0.1 0.0 0.2 0.126
O 1.113 -2.359 -6.542 -0.2 0.2 0.0 -0.181
H 0.947 -4.300 7.970 0.0 0.1 -0.1 0.131
H 6.867 0.827 -2.196 -0.3 -0.4 -0.2 0.124
H 1.185 0.806 2.474 -0.3 -0.1 0.1 0.098
H -0.686 4.925 2.869 -0.1 0.2 0.1 0.100
C -1.426 -6.909 -0.044 -0.2 0.3 0.9 0.009
H -4.181 1.460 -6.094 0.0 -0.4 -0.2 0.075
H -0.585 4.194 -4.766 0.0 0.0 0.1 0.128
H -1.403 -0.120 5.211 -0.2 0.3 0.1 0.109
H -9.337 -5.627 2.207 -0.1 -0.2 0.1 0.089
H -0.088 5.534 1.270 -0.5 0.0 0.1 0.073
H -5.032 0.787 -7.568 0.6 0.3 -0.3 0.095
C 4.158 -0.732 2.536 1.5 0.0 0.7 -0.071
H 0.908 7.961 -2.318 -0.1 -0.3 -0.5 0.144
H 3.812 2.772 3.518 0.0 -0.2 0.0 0.093
O 6.057 0.567 -0.055 0.2 -0.3 -0.2 0.071
C 3.692 -1.049 3.808 -0.3 -0.7 -0.4 -0.063
H -0.177 6.594 -2.791 0.0 0.0 0.1 0.117
H 2.651 -0.241 -4.023 0.1 -0.3 -0.2 0.070
C 2.393 -2.818 2.804 -0.4 -0.4 0.0 0.001
C -1.839 -4.687 -0.899 -0.7 -0.7 -0.5 -0.063
C 3.899 -1.545 1.454 0.1 0.5 -0.6 -0.008
H 4.933 0.019 2.421 -0.2 0.1 -0.1 0.094
C -2.072 -1.727 8.064 -0.8 0.2 0.4 -0.175
C 1.414 4.120 -5.486 0.1 0.3 -0.1 -0.159
C -1.213 -5.544 -0.013 0.8 0.5 0.2 -0.064
C -3.316 -2.250 7.778 0.0 -0.4 0.2 -0.003
H -8.770 -4.614 3.593 -0.3 -0.3 0.0 0.093
H 1.985 5.949 -3.403 0.2 0.2 0.0 0.102
C 0.439 -1.179 -6.910 0.2 0.6 -0.4 -0.112
N 1.546 2.703 -5.202 1.0 0.8 -0.3 -0.357
H -1.190 -3.021 4.038 -0.2 -0.1 0.1 0.067
C 4.599 3.828 -3.053 0.0 0.2 0.4 -0.053
H -6.221 -3.630 0.466 -0.4 0.0 0.0 0.135
O 0.680 2.162 -4.602 -2.2 -1.0 1.3 0.088
C 6.143 1.573 -2.476 0.0 0.3 -0.6 0.008
H 6.465 1.471 -4.586 -0.1 0.0 0.1 0.116
H -1.531 0.293 -4.252 -0.3 0.2 -0.7 0.074
C -0.981 7.628 -0.592 -0.5 1.3 -0.4 -0.124
C 0.961 -4.716 6.946 -0.3 -0.5 1.3 -0.243
C 1.573 6.001 4.011 -1.0 0.8 0.3 -0.199
C 0.345 -0.164 0.744 0.3 0.6 -0.2 -0.144
C 0.236 -0.165 -0.635 0.1 -0.6 0.4 0.005
H -3.628 -3.566 2.202 0.1 -0.2 -0.3 0.088
H -1.119 -4.628 6.598 0.0 0.7 0.7 0.134
O 1.880 -4.304 0.530 0.3 0.4 0.0 0.070
C 0.224 4.751 -5.217 -0.3 -0.6 0.1 -0.019
H 2.901 -0.297 -6.414 0.0 0.0 0.5 0.097
H 2.634 -2.304 -7.983 -0.4 -0.1 0.0 0.123
C 1.564 1.870 0.664 0.4 0.5 -0.3 -0.053
C 0.072 6.055 -5.612 -0.2 0.7 -0.1 -0.074
H -0.269 -1.001 -1.098 0.1 0.1 -0.2 0.117
C 2.965 -2.551 1.567 -0.4 0.2 1.0 -0.154
C -2.491 -0.106 -3.923 1.3 -0.5 1.6 -0.154
C 1.108 6.728 -6.270 -1.1 -0.3 0.7 -0.049
H -0.633 -1.265 -6.746 0.1 -0.3 0.3 0.084
H 3.010 6.565 -7.139 0.3 -0.2 0.3 0.117
H -1.555 -3.652 -1.011 -0.1 0.1 0.4 0.093
C 2.792 -2.098 3.918 0.0 0.0 0.3 -0.058
H 2.493 5.779 0.177 -0.2 0.3 0.0 0.085
O -5.289 -2.434 1.797 0.8 0.5 0.3 -0.179
H -7.589 -5.403 2.581 -0.2 -0.3 -0.2 0.075
C 2.288 6.055 -6.513 0.1 1.4 -0.7 -0.064
H -0.492 -5.170 0.705 0.1 0.1 -0.2 0.088
N -2.696 -8.826 -0.854 0.7 0.3 0.5 -0.374
C -3.067 -6.583 -1.759 -0.8 -0.5 0.0 -0.012
H -2.754 0.468 -3.022 -0.1 0.0 -0.1 0.090
O -3.557 -9.209 -1.590 -1.1 -0.8 -0.9 0.089
O -6.183 0.827 -5.933 -0.2 0.8 0.5 -0.170
H -6.795 -0.677 -4.757 -0.1 0.3 0.2 0.131
C -1.298 -4.105 4.183 -0.5 0.4 -0.2 -0.121
C -2.828 -5.234 -1.731 0.7 1.0 -0.4 -0.070
C 1.007 0.852 1.414 0.4 -0.1 -0.1 0.013
H -7.816 -2.049 1.378 0.2 0.2 0.1 0.134
H 3.244 5.085 3.091 -0.2 -0.3 -0.2 0.137
C -1.989 -0.636 5.959 -0.1 0.2 -0.4 -0.070
C 5.458 2.248 -1.488 -0.1 0.0 0.1 -0.152
O 2.544 2.151 -5.572 1.3 -0.6 -0.7 0.082
O 1.978 3.646 3.922 -0.4 -0.6 -0.2 -0.197
C 0.849 0.834 -1.364 -0.4 -0.5 -0.7 -0.052
H -0.890 -7.493 0.689 -0.1 -0.4 -0.3 0.125
C 0.188 5.212 2.276 -0.3 -0.5 -1.4 -0.119
N 5.509 1.642 -0.165 -0.2 0.3 1.5 -0.325
H -4.711 -1.195 -3.649 -0.4 0.2 -0.2 0.131
C 2.905 2.603 4.107 -0.2 -0.1 0.4 -0.093
C -0.203 -4.164 6.203 -0.7 -1.0 -0.3 -0.210
O 4.990 2.207 0.795 0.0 0.2 -0.8 0.053
H -0.896 6.512 -5.435 0.2 0.2 -0.1 0.115
H 0.821 -0.315 -6.350 -0.2 0.0 0.0 0.064
H 4.220 3.965 -0.977 0.1 -0.3 0.2 0.111
H 3.224 -6.099 6.335 0.0 0.2 0.1 0.095
H 2.033 6.952 4.282 0.4 -0.2 0.0 0.129
H 0.858 -5.800 7.122 0.2 0.0 -0.6 0.135
H -4.848 -2.401 6.314 0.0 0.1 0.0 0.112
H 2.192 -1.954 -3.935 0.3 -0.2 -0.1 0.093
H 3.620 -1.292 -3.036 0.0 -0.4 -0.1 0.078
H -3.803 -7.029 -2.416 0.0 0.2 0.0 0.121
H 2.410 1.683 3.811 0.1 -0.1 -0.2 0.057
H 0.829 5.816 4.803 0.1 -0.3 -0.1 0.134
H 3.269 -5.151 7.821 0.2 0.2 -0.1 0.090
H 4.224 -1.219 -7.011 0.1 -0.1 0.1 0.126
H 4.475 -1.393 0.550 -0.3 0.1 -0.2 0.111
```
Positions in Å, forces in eV/Å.